ORCA calculation (ωB97M-V/def2-TZVPD) on a cluster of 2 separate species, C2H8NSe in total at a distorted geometry.

XYZ file:
```
12
Properties=species:S:1:pos:R:3:forces:R:3:nbo_charge:R:1
C 1.03350 0.25048 -0.80573 -0.34 2.95 1.99 -0.6894
C -0.21493 0.41060 0.15632 1.54 5.54 -1.71 -0.2150
N -1.17349 -0.70228 0.02444 -1.30 0.62 -0.39 -0.7536
Se 0.47564 0.87316 2.05744 -1.81 0.94 -1.78 0.2221
H 1.36929 -0.70721 -0.87963 0.87 -3.08 0.18 0.2160
H 1.87983 0.84173 -0.34662 -1.03 -0.61 -0.58 0.2675
H 0.94684 0.58889 -1.81772 -0.72 0.45 -0.53 0.2447
H -0.84610 1.78187 -0.37971 1.35 -4.28 1.72 0.2746
H -1.96462 -0.50184 0.69320 0.26 -0.11 -1.40 0.4694
H -0.84929 -1.62147 0.35113 0.55 0.14 -0.36 0.4465
H -1.39663 -0.73058 -1.03353 -0.32 -0.31 2.19 0.4731
H 0.73995 -0.48334 1.98041 0.96 -2.24 0.68 0.0441
```
Forces are in eV/Å.

Its charge is +1. The multiplicity is 1. The gap between HOMO and LUMO comes out at 9.51 eV. The value obtained for the lowest unoccupied orbital energy is -0.15050 Eh.

---

ORCA calculation (ωB97M-V/def2-TZVPD) on a cluster of 2 separate species, C2H8O in total at a distorted geometry.

XYZ file:
```
11
Properties=species:S:1:pos:R:3:forces:R:3:nbo_charge:R:1
C 0.00000 0.00000 0.00000 0.11 0.06 -0.42 -0.6108
C 0.29504 0.59521 1.36738 0.35 -0.06 0.26 -0.6037
H -0.71301 0.63534 -0.55188 1.31 -0.40 0.59 0.1921
H -0.44046 -1.00460 0.11567 0.13 0.30 -0.17 0.1973
H 0.92546 -0.08785 -0.59364 -0.31 -0.08 0.23 0.1991
H 0.97780 -0.10009 1.88410 -0.21 0.45 0.09 0.2016
H -0.60749 0.72785 1.98742 0.33 -0.08 -0.33 0.2105
H 0.79822 1.57141 1.26513 -0.19 -0.36 0.15 0.2005
O -2.60567 0.86250 -0.75050 0.01 0.24 -0.99 -0.9283
H -2.25517 1.67603 -1.17895 -0.46 -0.87 0.37 0.4680
H -2.03775 0.13646 -1.09486 -1.05 0.79 0.23 0.4737
```
Forces are in eV/Å.

The structure (SMILES) is CC.O. Its charge is 0. The multiplicity is 1. The gap between HOMO and LUMO comes out at 11.93 eV. The value obtained for the lowest unoccupied orbital energy is 0.03545 Eh.

---

ORCA calculation (ωB97M-V/def2-TZVPD) on a cluster of 2 separate species, C2H8O2 in total at a distorted geometry.

XYZ file:
```
12
Properties=species:S:1:pos:R:3:forces:R:3:nbo_charge:R:1
C 2.34980 0.77466 1.23016 -1.00 0.10 -0.33 -0.2475
O 1.28955 1.73472 1.38224 0.65 0.15 0.59 -0.7285
H 2.18664 0.39740 0.22062 0.86 -0.48 0.00 0.1653
H 3.33611 1.21672 1.37108 -0.27 0.42 -0.31 0.1825
H 2.29521 -0.02686 1.96685 -0.27 -0.17 0.00 0.1603
H 0.49561 1.35328 1.00042 -0.02 -0.02 0.04 0.4676
C -1.66368 -1.06424 -1.33470 -1.56 -0.77 -0.36 -0.2418
O -2.39833 -0.06975 -0.64687 0.88 1.17 0.78 -0.7371
H -2.45268 -1.79065 -1.52940 0.67 -0.69 -0.77 0.1669
H -1.21784 -0.69033 -2.25639 -0.19 0.14 -0.05 0.1694
H -0.87997 -1.58237 -0.78204 -0.06 0.42 0.59 0.1682
H -3.34043 -0.25259 -0.62196 0.29 -0.26 -0.17 0.4748
```
Forces are in eV/Å.

The structure (SMILES) is CO.CO. Its charge is 0. The multiplicity is 1. The gap between HOMO and LUMO comes out at 10.98 eV. The value obtained for the lowest unoccupied orbital energy is 0.02745 Eh.

---

ORCA calculation (ωB97M-V/def2-TZVPD) on a structure of composition C2H8O3 at a distorted geometry.

XYZ file:
```
13
Properties=species:S:1:pos:R:3:forces:R:3:nbo_charge:R:1
C 1.18669 0.22809 -0.56449 1.83 -2.45 1.05 -0.3035
O 0.53164 -0.76751 0.91304 0.32 1.16 -2.28 -0.3541
O 1.00282 -2.09331 0.73535 -0.15 0.39 -0.07 -0.4423
H 1.71338 -2.15470 1.39076 0.00 0.17 -0.09 0.4602
H 1.74908 0.85394 0.11063 0.27 0.06 -0.27 0.2091
H 0.89128 0.69598 -1.50383 -1.59 0.30 0.67 0.2119
H 1.67355 -0.66168 -0.95524 0.57 -0.09 0.72 0.2038
C -1.54760 0.98153 -0.09800 2.10 1.00 0.04 -0.2049
O -1.91442 -0.33931 -0.03564 0.07 -1.35 0.09 -0.7440
H -1.15698 -0.80596 0.40004 -0.79 0.37 -0.36 0.4949
H -1.86108 1.54302 0.78906 -0.04 0.16 -0.13 0.1578
H -1.88449 1.47094 -1.01738 -0.31 -0.11 0.13 0.1668
H -0.38388 1.04896 -0.16430 -2.30 0.40 0.50 0.1443
```
Forces are in eV/Å.

Its charge is 0. The multiplicity is 1. The gap between HOMO and LUMO comes out at 9.32 eV. The value obtained for the lowest unoccupied orbital energy is -0.01431 Eh.

---

ORCA calculation (ωB97M-V/def2-TZVPD) on a cluster of 2 separate species, C2H8O4Si in total at a distorted geometry.

XYZ file:
```
15
Properties=species:S:1:pos:R:3:forces:R:3:nbo_charge:R:1
C 1.23515 0.52346 -0.41477 0.27 1.64 0.17 -0.6239
C 1.23704 -0.73294 0.47622 0.35 1.10 -0.20 -0.0572
O -3.08514 -1.58914 0.02956 -1.46 3.78 1.40 -1.0905
O -2.69210 0.57955 1.37878 0.08 -1.20 0.58 -1.1021
O -2.30135 0.77362 -1.30922 -0.74 0.34 0.42 -1.1038
O 0.17180 -1.50602 0.22840 -3.66 -0.02 -0.26 -0.8209
Si -2.32764 -0.16329 -0.03052 1.83 -1.92 2.18 2.3761
H 1.74800 0.53770 -1.41495 -0.95 -1.00 0.55 0.2058
H 0.16889 0.91970 -0.49562 1.32 -0.33 0.06 0.1559
H 1.86576 1.28943 0.05236 -0.38 0.30 0.37 0.2019
H 1.42361 -0.51415 1.57998 -0.37 0.25 -1.01 0.1146
H 2.09716 -1.27375 0.14031 1.14 -0.68 -0.05 0.1520
H -2.75934 -2.32766 -0.36088 1.67 -3.47 -1.87 0.5163
H -2.81025 -0.05869 2.16004 0.29 1.35 -1.82 0.5349
H -1.65552 0.69739 -1.99723 0.62 -0.13 -0.52 0.5409
```
Forces are in eV/Å.

Its charge is 0. The multiplicity is 1. The gap between HOMO and LUMO (alpha / beta) comes out at 7.62 / 7.61 eV. The value obtained for the lowest unoccupied orbital energy (alpha / beta) is -0.01533 / -0.01535 Eh.

---

ORCA calculation (ωB97M-V/def2-TZVPD) on a cluster of 2 separate species, C2H8O5P in total at a distorted geometry.

XYZ file:
```
16
Properties=species:S:1:pos:R:3:forces:R:3:nbo_charge:R:1
O -1.69325 -2.29605 0.46121 0.53 0.82 -1.13 -1.1894
O 0.09328 -3.83374 -0.41029 1.18 0.16 -0.99 -1.1688
O 0.45955 -1.26333 -0.48392 -0.49 -0.32 -0.47 -0.8364
O -1.37160 -2.48478 -2.08069 0.55 -0.04 1.15 -0.8298
C 0.00000 0.00000 0.00000 0.14 0.10 -0.21 -0.2347
C -0.59358 -2.79067 -3.21642 0.58 0.93 -0.05 -0.2441
P -0.60060 -2.53600 -0.54854 -2.46 -0.70 1.64 2.4989
H -0.88366 0.36194 -0.55204 0.24 -0.21 0.19 0.1730
H 0.83341 0.70204 -0.17083 -0.28 -0.18 0.05 0.1568
H -0.23738 -0.00884 1.07712 0.03 -0.27 -0.43 0.1839
H -1.18620 -2.55256 -4.11570 0.13 -0.08 0.27 0.1505
H -0.20499 -3.81841 -3.31312 -0.34 0.19 0.48 0.1753
H 0.26076 -2.09503 -3.16372 0.11 -0.36 -0.59 0.1659
O -5.06943 -1.56706 -3.40027 0.86 -0.31 -0.77 -0.9540
H -4.98419 -1.88619 -4.32717 0.00 0.33 1.08 0.4595
H -4.15810 -1.62404 -3.03353 -0.78 -0.05 -0.22 0.4934
```
Forces are in eV/Å.

Its charge is -1. The multiplicity is 1. The gap between HOMO and LUMO comes out at 8.17 eV. The value obtained for the lowest unoccupied orbital energy is 0.12405 Eh.

---

ORCA calculation (ωB97M-V/def2-TZVPD) on a cluster of 2 separate species, C2H8OP2 in total at a distorted geometry.

XYZ file:
```
13
Properties=species:S:1:pos:R:3:forces:R:3:nbo_charge:R:1
C 1.98936 -0.20196 0.58781 -0.57 0.87 -2.83 -0.2643
C -0.35431 1.90020 0.24154 1.51 -0.78 -1.15 -1.0080
O 1.32877 -0.64017 -0.62784 -1.75 1.90 0.67 -0.7214
P -1.32451 -1.15868 0.32207 0.74 -0.27 1.57 0.0238
P -0.82902 0.52041 -0.90141 2.95 -0.14 -0.13 0.7144
H 1.35782 -0.41045 1.41493 -0.42 -0.28 1.20 0.1631
H 2.19236 0.94289 0.56940 0.35 -1.83 0.06 0.1394
H 2.90006 -0.81105 0.59559 0.08 0.45 0.32 0.2081
H -0.02502 2.75403 -0.34172 -0.62 0.27 -0.53 0.2429
H 0.66864 1.57397 0.56926 -1.35 0.16 0.83 0.2692
H -1.08467 2.21847 0.95450 -0.12 -0.14 0.81 0.2458
H -1.49815 -1.93765 -0.79570 -0.18 -0.53 -0.67 0.0057
H -2.68601 -0.98022 0.56281 -0.62 0.32 -0.15 -0.0187
```
Forces are in eV/Å.

Its charge is 0. The multiplicity is 1. The gap between HOMO and LUMO comes out at 7.83 eV. The value obtained for the lowest unoccupied orbital energy is -0.03984 Eh.

---

ORCA calculation (ωB97M-V/def2-TZVPD) on a cluster of 2 separate species, C2H8OP2S in total at a distorted geometry.

XYZ file:
```
14
Properties=species:S:1:pos:R:3:forces:R:3:nbo_charge:R:1
C -0.49424 -1.70813 -0.35113 0.20 -3.07 -3.09 -0.7390
C -0.31668 -0.54877 0.41897 -1.13 2.02 1.67 -0.4068
O 0.71982 0.72475 -1.74113 -1.12 1.49 -1.74 -1.0152
P 2.47101 0.55566 0.63266 0.78 0.78 -0.88 -0.0325
P 0.41597 0.97217 -0.12861 0.18 0.88 -0.43 0.8963
S -2.98404 0.61071 0.60919 0.19 -1.88 -1.46 -0.3123
H -0.17640 -2.68681 0.09965 0.12 0.97 0.18 0.2492
H 0.11722 -1.60835 -1.32852 -1.46 -0.36 1.23 0.2382
H -1.58617 -1.94621 -0.51694 0.95 0.50 -0.32 0.2674
H -0.75026 -0.55707 1.41582 0.49 0.16 0.27 0.2422
H 0.30428 1.43458 -2.37044 1.01 -1.98 2.10 0.5193
H 2.07776 1.33301 1.69213 -0.22 0.13 1.35 -0.0106
H 3.02998 1.83823 0.14489 -0.43 -1.07 -0.08 0.0114
H -2.82826 1.58624 1.42347 0.43 1.43 1.21 0.0924
```
Forces are in eV/Å.

Its charge is 0. The multiplicity is 1. The gap between HOMO and LUMO (alpha / beta) comes out at 7.65 / 5.83 eV. The value obtained for the lowest unoccupied orbital energy (alpha / beta) is -0.03510 / -0.06709 Eh.

---

ORCA calculation (ωB97M-V/def2-TZVPD) on a structure of composition C2H8OS at a distorted geometry.

XYZ file:
```
12
Properties=species:S:1:pos:R:3:forces:R:3:nbo_charge:R:1
O -4.02474 -2.38999 -0.33583 -0.81 0.48 6.18 -0.9223
H -3.92901 -1.78885 0.58935 -0.45 -2.81 -3.48 0.4680
H -3.69904 -1.74671 -0.88583 1.32 2.31 -2.70 0.4559
H 7.02369 -1.74018 -1.35298 -0.55 1.36 -0.48 0.0024
C 0.19151 1.77708 0.91118 -1.08 0.29 3.27 0.0322
C -0.48838 0.80811 0.17116 1.80 -1.08 -3.00 -0.7110
S -2.13427 0.47470 0.67633 -1.10 1.08 1.43 -0.2107
H 0.31823 1.86300 2.00074 -0.21 -0.82 -0.33 0.1965
H 6.74263 -1.04420 -1.59937 0.55 -1.36 0.48 -0.0024
H 0.46427 2.67634 0.45538 0.38 1.38 -0.91 0.1757
H -0.00469 -0.18315 0.19067 0.35 0.33 -0.24 0.2835
H -0.46019 1.29386 -0.82078 -0.20 -1.15 -0.22 0.2322
```
Forces are in eV/Å.

Its charge is 0. The multiplicity is 1. The gap between HOMO and LUMO comes out at 5.95 eV. The value obtained for the lowest unoccupied orbital energy is -0.09432 Eh.

---

Respective energy above the lowest of the compared OMol25 structures with the same formula, charge and spin values: 234.2, 41.6, 106.2, 607.1, 264.9, 24.3, 204.1, 301.2, 527.9 kJ/mol.